No. 1
A molecular structure, C33H38N2O4PPtS. Source: the OMol25 dataset; level of theory: ωB97M-V/def2-TZVPD.

ΔE to the lowest compared entry with this formula, charge and spin: 0.00 kJ/mol
gap between HOMO and LUMO (alpha / beta): 7.708 / 7.420 eV

Geometry as ORCA input:
```
! wB97M-V def2-TZVPD RIJCOSX def2/J DEFGRID3
* xyz 1 3
Pt 0.82 0.25 -0.71
O -2.70 2.26 -0.10
S -1.80 1.31 -0.66
O -0.59 1.88 -1.31
O -1.29 0.27 0.29
C -2.62 0.43 -1.95
C -3.82 0.93 -2.43
C -4.45 0.30 -3.49
C -3.88 -0.83 -4.06
C -2.68 -1.33 -3.58
C -2.03 -0.71 -2.51
P -0.47 -1.41 -1.89
C -0.96 -2.76 -0.79
C -2.29 -2.98 -0.46
C -2.64 -3.99 0.43
C -1.65 -4.78 1.00
C -0.32 -4.56 0.68
C 0.03 -3.55 -0.20
C 0.31 -2.12 -3.35
C 0.93 -1.24 -4.23
C 1.53 -1.72 -5.38
C 1.54 -3.08 -5.65
C 0.93 -3.96 -4.77
C 0.31 -3.49 -3.62
H -4.24 1.81 -1.97
H -5.39 0.69 -3.87
H -4.37 -1.32 -4.89
H -2.24 -2.20 -4.04
H -3.07 -2.36 -0.90
H -3.68 -4.15 0.67
H -1.92 -5.57 1.69
H 0.46 -5.17 1.12
H 1.08 -3.37 -0.43
H 0.93 -0.17 -4.02
H 2.01 -1.03 -6.07
H 2.02 -3.45 -6.54
H 0.93 -5.02 -4.98
H -0.17 -4.18 -2.94
C 0.77 -0.78 2.63
N 1.76 0.28 2.97
C 2.51 -0.08 4.19
C 2.71 0.65 1.83
C 3.18 -0.49 0.98
C 4.34 -1.17 1.33
C 4.83 -2.20 0.54
C 4.15 -2.54 -0.62
C 2.99 -1.86 -0.97
C 2.47 -0.83 -0.19
H 0.11 -0.89 3.49
H 1.29 -1.71 2.43
H 0.19 -0.47 1.77
H 1.21 1.15 3.11
H 3.15 -0.93 3.98
H 1.80 -0.35 4.98
H 3.11 0.77 4.51
H 3.54 1.17 2.31
H 2.15 1.38 1.23
H 4.90 -0.87 2.22
H 5.74 -2.71 0.81
H 4.53 -3.32 -1.26
H 2.49 -2.14 -1.90
O 0.44 2.60 2.39
C 0.31 3.77 2.75
C -0.33 4.14 4.06
C -1.59 4.97 3.72
C -2.28 4.57 2.40
C -1.74 5.24 1.13
C -0.34 4.79 0.70
N 0.54 4.81 1.89
H 0.35 4.69 4.71
H -0.61 3.21 4.57
H -1.33 6.04 3.67
H -2.29 4.87 4.55
H -3.34 4.82 2.48
H -2.25 3.48 2.28
H -1.73 6.33 1.29
H -2.43 5.06 0.30
H 0.07 5.43 -0.07
H -0.35 3.77 0.32
H 0.45 5.70 2.37
*
```


No. 2
A molecular structure, C33H38N3P2PtSe. Source: the OMol25 dataset; level of theory: ωB97M-V/def2-TZVPD.

ΔE to the lowest compared entry with this formula, charge and spin: 44.24 kJ/mol
gap between HOMO and LUMO (alpha / beta): 4.268 / 6.301 eV

Geometry as ORCA input:
```
! wB97M-V def2-TZVPD RIJCOSX def2/J DEFGRID3
* xyz -1 3
Pt 2.44 -0.96 -0.07
C 6.22 -2.68 1.19
C 6.63 -1.78 2.16
C 5.88 -0.64 2.39
C 4.73 -0.40 1.63
C 4.31 -1.29 0.62
C 5.08 -2.45 0.44
C 3.88 0.78 1.82
C 4.21 1.84 2.70
C 3.41 2.94 2.77
C 2.28 3.04 1.92
C 1.45 4.18 1.89
C 0.41 4.26 1.01
C 0.18 3.21 0.10
C 0.96 2.08 0.13
C 2.01 1.96 1.05
N 2.78 0.81 1.08
H 6.80 -3.58 1.01
H 7.52 -1.96 2.75
H 6.18 0.05 3.16
H 4.77 -3.17 -0.30
H 5.10 1.77 3.30
H 3.64 3.75 3.44
H 1.66 4.98 2.59
H -0.24 5.12 1.01
H -0.64 3.27 -0.60
H 0.77 1.27 -0.56
C -0.13 0.57 -3.28
P -1.27 -0.62 -2.47
C -1.80 0.32 -1.00
N -2.64 1.37 -1.17
C -3.01 2.04 -0.04
C -3.85 3.16 -0.13
C -4.23 3.87 1.00
C -3.77 3.47 2.26
C -2.94 2.37 2.37
C -2.54 1.65 1.24
N -1.66 0.60 1.38
C -1.30 -0.04 0.25
P 0.12 -1.21 0.52
C 0.35 -0.95 2.33
C -0.59 -2.98 0.53
C -2.08 -2.88 0.84
C 0.12 -3.78 1.62
C -0.39 -3.74 -0.79
C -2.77 -0.61 -3.61
C -3.97 -1.10 -2.80
C -3.07 0.74 -4.25
C -2.46 -1.63 -4.71
H -0.50 1.59 -3.33
H 0.14 0.21 -4.27
H 0.76 0.51 -2.65
H -4.20 3.45 -1.11
H -4.88 4.73 0.91
H -4.07 4.02 3.14
H -2.55 2.05 3.33
H 1.21 -1.53 2.67
H -0.54 -1.20 2.90
H 0.54 0.11 2.49
H -2.28 -2.29 1.74
H -2.48 -3.89 0.99
H -2.62 -2.42 0.01
H -0.13 -3.44 2.63
H 1.21 -3.74 1.50
H -0.18 -4.83 1.53
H -0.87 -3.23 -1.62
H -0.83 -4.73 -0.67
H 0.67 -3.86 -1.02
H -4.25 -0.37 -2.04
H -3.76 -2.05 -2.32
H -4.83 -1.25 -3.48
H -3.19 1.51 -3.49
H -4.00 0.67 -4.83
H -2.27 1.04 -4.93
H -2.32 -2.63 -4.29
H -1.55 -1.37 -5.26
H -3.29 -1.67 -5.43
Se 2.56 -2.41 -1.86
*
```


No. 3
A molecular structure, C33H39AuNOP2 in a non-equilibrium geometry. Source: the OMol25 dataset; level of theory: ωB97M-V/def2-TZVPD.

gap between HOMO and LUMO: 8.270 eV

Geometry as ORCA input:
```
! wB97M-V def2-TZVPD RIJCOSX def2/J DEFGRID3
* xyz 1 1
Au -0.12 0.09 -0.01
O 0.39 -2.72 2.63
N 1.09 -2.57 1.36
C 2.36 -2.38 1.53
C 3.16 -2.36 0.32
C 4.59 -2.44 0.32
C 5.24 -2.86 -0.80
C 4.56 -2.78 -2.03
C 3.26 -2.35 -2.13
C 2.50 -2.15 -0.96
P 0.76 -1.78 -1.13
C 0.50 -1.10 -2.75
C 1.39 -0.09 -3.17
C 1.66 0.04 -4.55
C 0.70 -0.49 -5.42
C -0.37 -1.22 -4.95
C -0.45 -1.61 -3.63
C -0.09 -3.45 -1.02
C -1.48 -3.54 -0.77
C -2.17 -4.76 -0.86
C -1.43 -5.89 -1.14
C -0.06 -5.88 -1.13
C 0.62 -4.67 -1.20
H -0.47 -3.01 2.28
H 2.77 -2.48 2.49
H 5.14 -2.20 1.23
H 6.20 -3.31 -0.92
H 5.20 -2.86 -2.87
H 2.81 -2.53 -3.15
H 1.98 0.36 -2.36
H 2.44 0.73 -4.86
H 0.74 -0.37 -6.51
H -1.17 -1.39 -5.67
H -1.11 -2.38 -3.24
H -2.02 -2.65 -0.50
H -3.23 -4.68 -0.74
H -2.01 -6.81 -1.27
H 0.51 -6.80 -1.11
H 1.63 -4.75 -1.44
C 0.50 3.53 3.36
C 0.61 2.60 2.15
C 1.43 3.30 1.03
C 1.57 1.44 2.51
P -0.93 1.95 1.34
C -1.57 3.28 0.24
C -1.67 4.65 0.59
C -2.17 5.55 -0.35
C -2.78 5.09 -1.55
C -2.59 3.75 -1.88
C -2.13 2.82 -0.96
C -2.32 1.37 2.51
C -3.56 0.77 1.72
C -1.90 0.39 3.56
C -2.86 2.59 3.20
H 1.48 3.77 3.69
H -0.07 3.09 4.10
H 0.00 4.43 3.11
H 2.23 3.77 1.58
H 0.79 4.02 0.52
H 1.85 2.59 0.33
H 2.50 1.87 2.88
H 1.61 0.76 1.61
H 1.14 0.89 3.39
H -1.37 4.94 1.62
H -2.17 6.66 -0.16
H -2.96 5.79 -2.37
H -2.79 3.49 -2.90
H -2.13 1.74 -1.15
H -3.19 0.33 0.79
H -4.35 1.49 1.52
H -3.88 -0.13 2.29
H -1.54 -0.53 3.11
H -2.75 0.24 4.20
H -1.15 0.86 4.17
H -3.13 3.37 2.57
H -2.12 3.14 3.86
H -3.64 2.39 3.88
*
```


No. 4
A molecular structure, C33H39BCdO4SSi2. Source: the OMol25 dataset; level of theory: ωB97M-V/def2-TZVPD.

ΔE to the lowest compared entry with this formula, charge and spin: 0.00 kJ/mol
gap between HOMO and LUMO: 5.569 eV

Geometry as ORCA input:
```
! wB97M-V def2-TZVPD RIJCOSX def2/J DEFGRID3
* xyz -2 1
Cd -0.22 0.24 -0.65
C 1.65 3.69 -1.77
C 0.40 4.23 -2.47
C 0.57 4.07 -3.98
C -0.86 3.57 -1.93
C -1.66 2.73 -2.69
C -2.76 2.09 -2.13
C -3.09 2.25 -0.80
C -4.23 1.51 -0.16
C -2.30 3.11 -0.03
C -1.21 3.76 -0.59
H 2.54 4.22 -2.11
H 1.77 2.62 -1.99
H 1.58 3.77 -0.68
H 0.32 5.30 -2.26
H 0.68 3.02 -4.25
H 1.46 4.60 -4.32
H -0.29 4.47 -4.54
H -1.41 2.53 -3.73
H -3.34 1.41 -2.75
H -5.10 2.16 -0.02
H -3.93 1.14 0.83
H -4.53 0.65 -0.76
H -2.51 3.23 1.02
H -0.59 4.38 0.04
C -1.05 -2.85 1.13
Si -1.66 -1.84 -0.35
C -3.54 -2.04 -0.30
C -1.13 -2.90 -1.86
C -1.51 -4.25 -1.87
C -1.15 -5.11 -2.90
C -0.39 -4.63 -3.96
C -0.01 -3.30 -3.97
C -0.36 -2.41 -2.94
Si 0.19 -0.57 -3.11
C -0.62 -0.08 -4.76
C 2.03 -0.72 -3.58
H -1.50 -3.85 1.16
H -1.29 -2.33 2.07
H 0.03 -2.95 1.09
H -3.79 -3.10 -0.23
H -4.02 -1.62 -1.19
H -3.95 -1.53 0.58
H -2.10 -4.64 -1.05
H -1.47 -6.15 -2.87
H -0.10 -5.29 -4.77
H 0.59 -2.94 -4.80
H -0.34 -0.79 -5.55
H -0.30 0.92 -5.08
H -1.71 -0.07 -4.67
H 2.21 -1.38 -4.43
H 2.60 -1.10 -2.72
H 2.44 0.27 -3.82
O 2.37 -0.34 0.84
B 1.56 0.82 0.57
O 2.20 1.91 1.20
C 3.30 1.43 1.85
C 4.21 2.11 2.63
C 5.25 1.37 3.19
C 5.35 0.00 2.97
C 4.42 -0.68 2.18
C 3.40 0.07 1.63
H 4.10 3.18 2.80
H 5.98 1.86 3.82
H 6.16 -0.56 3.43
H 4.47 -1.75 2.01
O -0.20 -3.61 7.06
C 0.69 -2.69 6.56
O 1.85 -2.82 6.84
C 0.13 -1.66 5.66
C 0.97 -0.66 5.17
C 0.50 0.36 4.37
C -0.87 0.46 4.00
S -1.46 1.76 3.03
C -1.70 -0.59 4.47
C -1.22 -1.60 5.27
H -1.08 -3.37 6.74
H 2.02 -0.70 5.44
H 1.18 1.12 4.00
H -2.74 -0.57 4.17
H -1.93 -2.37 5.56
*
```


No. 5
A molecular structure, C33H39BrEuN7O3Si in a non-equilibrium geometry. Source: the OMol25 dataset; level of theory: ωB97M-V/def2-TZVPD.

ΔE to the lowest compared entry with this formula, charge and spin: 135.31 kJ/mol
gap between HOMO and LUMO (alpha / beta): 5.505 / 5.543 eV

Geometry as ORCA input:
```
! wB97M-V def2-TZVPD RIJCOSX def2/J DEFGRID3
* xyz -1 8
Eu 9.64 -13.89 7.96
C 6.51 -12.44 8.51
O 7.06 -13.63 8.05
C 6.13 -14.55 7.50
C 6.92 -15.55 6.70
O 8.01 -16.09 7.52
C 7.55 -17.27 8.14
H 5.85 -11.99 7.76
H 7.32 -11.83 8.72
H 5.89 -12.67 9.45
H 5.51 -14.01 6.79
H 5.47 -15.05 8.24
H 7.42 -15.08 5.88
H 6.36 -16.41 6.26
H 7.38 -18.07 7.40
H 6.66 -17.15 8.72
H 8.30 -17.71 8.82
Br 9.28 -15.88 10.70
C 9.64 -14.62 12.09
C 9.60 -15.08 13.39
C 9.79 -14.20 14.46
C 9.88 -12.87 14.22
C 9.98 -12.40 12.91
C 10.21 -11.02 12.68
C 10.24 -10.53 11.44
C 10.11 -11.45 10.31
C 10.06 -12.81 10.43
C 9.86 -13.25 11.76
H 9.39 -16.13 13.64
H 9.77 -14.54 15.49
H 9.99 -12.19 15.01
H 10.25 -10.36 13.55
H 10.32 -9.47 11.20
H 10.07 -11.00 9.35
C 9.87 -14.29 2.58
Si 9.95 -15.40 4.11
C 11.60 -16.40 3.76
C 8.55 -16.68 3.89
C 8.45 -17.79 4.71
C 7.38 -18.68 4.60
C 6.41 -18.46 3.60
C 6.49 -17.33 2.79
C 7.52 -16.44 2.97
H 9.73 -14.84 1.62
H 10.86 -13.77 2.58
H 9.12 -13.47 2.65
H 11.75 -17.27 4.42
H 12.46 -15.71 3.91
H 11.63 -16.83 2.73
H 9.20 -18.06 5.42
H 7.26 -19.52 5.25
H 5.58 -19.18 3.55
H 5.75 -17.17 2.03
H 7.56 -15.63 2.28
N 9.15 -11.41 5.04
C 9.36 -10.76 6.23
O 9.23 -11.43 7.29
C 9.83 -9.43 6.19
C 10.24 -8.68 7.32
N 10.40 -8.03 8.25
C 10.16 -8.88 4.90
N 10.38 -8.43 3.87
H 9.22 -12.42 5.13
H 9.42 -10.99 4.16
N 13.18 -10.81 7.19
C 13.17 -11.35 5.93
C 12.29 -12.38 6.00
N 11.78 -12.51 7.27
C 12.34 -11.50 7.96
H 13.78 -10.06 7.46
H 13.85 -10.95 5.16
H 11.95 -13.04 5.24
H 12.23 -11.37 9.07
C 13.26 -18.82 7.07
N 12.74 -17.67 7.77
C 12.91 -17.28 9.10
C 12.14 -16.17 9.29
N 11.48 -15.85 8.11
C 11.88 -16.76 7.23
H 12.59 -19.17 6.31
H 13.46 -19.67 7.69
H 14.22 -18.50 6.64
H 13.61 -17.85 9.65
H 11.93 -15.52 10.13
H 11.45 -16.86 6.23
*
```


No. 6
A molecular structure, C33H39GeMnN7O5. Source: the OMol25 dataset; level of theory: ωB97M-V/def2-TZVPD.

ΔE to the lowest compared entry with this formula, charge and spin: 0.00 kJ/mol
gap between HOMO and LUMO (alpha / beta): 4.355 / 6.556 eV

Geometry as ORCA input:
```
! wB97M-V def2-TZVPD RIJCOSX def2/J DEFGRID3
* xyz -2 2
Mn 0.52 1.10 -0.96
O 2.84 0.56 -6.19
C 1.64 -0.04 -6.17
O 1.19 -0.54 -7.18
C 0.93 -0.04 -4.89
C -0.32 -0.61 -4.64
N -0.69 -0.42 -3.37
N 0.30 0.26 -2.77
C 1.27 0.50 -3.64
C 2.42 1.27 -3.10
O 3.39 1.56 -3.84
O 2.32 1.57 -1.87
H 3.09 0.93 -5.29
H -0.95 -1.15 -5.33
H -1.70 -0.67 -1.95
N 2.52 3.31 0.39
C 2.19 3.14 1.68
C 2.88 3.81 2.69
C 2.53 3.66 4.04
C 1.50 2.86 4.43
C 0.78 2.15 3.44
C -0.31 1.31 3.78
C -1.00 0.66 2.81
C -0.59 0.82 1.48
N 0.44 1.56 1.12
C 1.12 2.26 2.07
H 3.33 3.86 0.16
H 2.06 2.84 -0.38
H 3.69 4.46 2.41
H 3.10 4.21 4.79
H 1.22 2.75 5.47
H -0.58 1.20 4.83
H -1.84 0.02 3.03
H -1.12 0.29 0.68
C 3.35 -2.15 0.14
C 2.76 -1.00 -0.35
N 1.44 -0.80 -0.27
C 0.70 -1.75 0.30
C 1.20 -2.96 0.84
C 2.59 -3.14 0.74
C 0.23 -3.85 1.43
C 0.27 -5.06 2.11
C 1.26 -5.97 2.52
C 0.87 -7.16 3.24
C 1.82 -8.04 3.64
N 3.15 -7.87 3.40
C 3.42 -6.75 2.73
N 2.61 -5.81 2.29
H 4.42 -2.27 0.05
H 3.34 -0.21 -0.81
H -0.37 -1.58 0.31
H 3.03 -4.04 1.14
H -0.78 -3.46 1.32
H -0.72 -5.40 2.40
H -0.18 -7.34 3.45
H 1.54 -8.94 4.18
H 4.48 -6.58 2.53
C -0.37 5.68 -0.39
Ge -1.39 4.01 -0.66
C -2.26 3.68 1.08
C -2.87 4.46 -1.88
C -0.25 2.66 -1.42
H -1.02 6.50 -0.09
H 0.15 5.96 -1.31
H 0.39 5.53 0.39
H -2.87 4.56 1.33
H -1.54 3.53 1.88
H -2.92 2.81 1.04
H -3.43 5.33 -1.53
H -3.56 3.61 -1.96
H -2.48 4.67 -2.88
H 0.01 3.04 -2.43
C -4.14 0.38 -1.67
C -3.49 -0.90 -1.15
C -3.76 -2.06 -2.10
C -3.99 -1.22 0.26
O -2.09 -0.69 -1.03
H -5.23 0.27 -1.76
H -3.73 0.64 -2.64
H -3.93 1.21 -0.99
H -4.84 -2.26 -2.17
H -3.26 -2.96 -1.73
H -3.38 -1.83 -3.09
H -5.07 -1.38 0.26
H -3.76 -0.40 0.93
H -3.50 -2.13 0.63
*
```